Molecular formula: C7H14
Method: DFT, the ωB97M-V functional and the def2-TZVPD basis

Calculated values
ΔE to the lowest compared entry with this formula, charge and spin, eV: 3.8681
Gap between HOMO and LUMO, eV: 8.61
Lowest unoccupied orbital energy, eV: 0.121
Total energy, eV: -7482.4263

Each line ends with the Löwdin charge.
CARTESIAN COORDINATES (ANGSTROEM)
C  1.699338  -1.329168  0.263951  -0.086
C  0.844900  -0.411944  -0.621325  -0.467
C  0.677459  -0.914878  -1.978496  0.174
C  -1.526311  -0.642498  0.132270  -0.050
C  -0.333300  0.323191  0.085668  -0.592
C  0.047944  0.731961  1.511966  -0.070
C  -0.734432  1.594663  -0.676364  -0.066
H  2.190529  -0.795391  1.081029  0.069
H  2.460689  -1.819388  -0.347768  0.074
H  1.078291  -2.114816  0.708656  0.081
H  1.545196  0.367286  -1.052687  0.174
H  -0.165740  -0.357710  -2.437831  0.000
H  -1.823617  -0.946062  -0.879502  0.085
H  -2.393600  -0.173596  0.611664  0.087
H  -1.274787  -1.548733  0.694815  0.085
H  -0.793275  1.241776  1.994221  0.086
H  0.902301  1.420893  1.516631  0.091
H  0.304315  -0.134871  2.127949  0.078
H  -1.049941  1.397423  -1.707092  0.074
H  -1.575282  2.079763  -0.167457  0.086
H  0.089675  2.319361  -0.709415  0.088

Cartesian forces (eV/Å) of the 3 atoms listed first:
0.1 0.0 0.1
-0.1 -0.3 -0.1
0.0 0.2 0.2